294
Properties=species:S:1:pos:R:3:forces:R:3 method="wB97M-V/def2-TZVPD" multiplicity=1 gap_ev=8.639 max_force_ha_per_bohr=0.0696 total_charge=0 total_energy_ev=-143567.6193 homo_energy_ev=-8.1 relative_energy_kj_mol=464.7
C -4.842 -7.193 -1.265 -1.557 0.028 0.235
C -4.094 -6.018 -0.689 -0.084 -1.937 -1.254
C -3.857 -6.182 0.749 1.994 -1.014 2.477
O -4.974 -6.124 1.610 0.104 1.352 -0.334
C -5.393 -4.761 1.933 -0.989 -1.977 -1.090
N -2.762 -6.011 -1.327 -0.129 1.439 0.828
H -5.858 -7.363 -0.797 0.966 0.559 -0.659
H -4.323 -8.115 -1.103 0.641 -0.564 -0.095
H -4.909 -6.955 -2.327 -0.474 -0.559 -0.149
H -4.737 -5.191 -0.904 -0.062 1.251 -0.068
H -3.042 -5.461 1.047 -0.852 -0.189 0.055
H -3.370 -7.201 0.978 -0.733 1.256 -0.667
H -4.533 -4.145 2.143 0.222 0.312 0.092
H -6.021 -4.972 2.790 -0.047 0.669 0.358
H -6.052 -4.345 1.121 0.794 -0.137 0.603
H -2.454 -5.043 -1.226 0.533 -0.225 -0.119
H -2.773 -6.177 -2.318 -0.425 -0.179 -0.387
C 3.988 7.362 1.147 1.027 -0.286 0.951
C 2.708 6.689 1.486 -2.124 0.577 0.344
C 2.101 7.110 2.875 0.583 -0.468 0.155
O 0.708 6.727 2.906 1.472 0.187 0.677
C 0.221 6.701 4.257 -0.624 -0.106 -0.945
N 1.732 6.908 0.399 -0.038 1.035 0.300
H 4.655 7.128 1.989 0.151 0.568 -0.094
H 3.960 8.432 0.951 -0.193 0.070 0.112
H 4.434 6.844 0.319 0.140 -0.019 -0.700
H 2.952 5.651 1.529 -0.172 -1.030 0.112
H 2.285 8.222 3.066 -0.569 -1.125 -0.222
H 2.626 6.532 3.696 -0.336 0.700 -0.747
H 0.753 6.025 4.938 0.400 0.169 -0.284
H -0.785 6.283 4.148 -0.095 0.432 0.297
H 0.218 7.732 4.627 -0.176 -0.202 0.316
H 0.800 6.520 0.611 0.770 0.214 0.185
H 1.622 7.941 0.426 -0.330 -0.821 -0.444
C 0.380 -7.735 1.497 1.167 0.851 -1.018
C 0.694 -6.344 0.877 -1.652 -0.358 1.108
C 0.602 -6.401 -0.642 0.456 0.533 1.593
O 0.882 -5.121 -1.159 -0.865 0.308 -1.422
C 0.720 -5.103 -2.599 -0.150 0.080 0.064
N -0.293 -5.396 1.455 0.184 1.572 -0.963
H -0.633 -7.981 1.122 0.393 -0.277 0.953
H 0.612 -7.667 2.579 -0.951 -0.260 -0.479
H 1.116 -8.441 1.082 -0.383 -0.060 0.099
H 1.640 -6.006 1.264 0.769 0.005 -0.366
H -0.407 -6.705 -0.823 -0.781 -0.264 -0.685
H 1.317 -7.107 -1.019 0.434 -0.622 -0.397
H -0.357 -5.211 -2.990 1.428 -0.310 0.892
H 1.423 -5.876 -3.001 -0.817 0.482 -0.101
H 1.033 -4.112 -2.952 0.090 -0.243 0.189
H -1.154 -5.746 1.864 0.394 -0.361 -0.455
H -0.503 -4.617 0.787 0.155 -1.166 0.944
C -5.145 -1.902 -1.424 -1.099 -1.792 -2.457
C -4.419 -2.166 -2.727 -0.151 0.593 -2.050
C -5.322 -1.772 -3.929 1.974 -0.123 -1.759
O -6.351 -2.682 -4.125 0.261 -0.223 0.582
C -7.326 -2.318 -5.055 -0.360 -0.162 0.253
N -3.210 -1.334 -2.890 -1.304 0.434 2.469
H -5.480 -0.940 -1.380 -0.810 2.905 -0.238
H -4.526 -2.003 -0.629 1.899 -0.883 2.654
H -6.054 -2.506 -1.355 0.329 -0.340 0.125
H -4.209 -3.228 -2.877 0.032 -0.250 0.304
H -4.722 -1.699 -4.922 -0.207 -0.490 1.314
H -5.618 -0.742 -3.870 -0.826 0.750 0.712
H -8.028 -3.120 -4.927 -0.698 -0.222 -0.502
H -7.002 -2.253 -6.103 0.318 -0.051 0.175
H -7.818 -1.388 -4.778 -0.017 0.322 0.008
H -2.575 -1.479 -2.116 0.089 -0.010 0.332
H -2.674 -1.510 -3.682 0.782 -0.757 -1.922
C -1.610 -5.080 -6.822 -0.433 -2.122 0.099
C -2.515 -4.017 -6.268 -1.006 1.049 -0.549
C -1.956 -2.600 -6.421 0.999 -0.595 0.844
O -1.066 -2.410 -5.324 0.986 0.218 0.280
C -0.001 -1.486 -5.645 -1.936 -0.902 0.192
N -3.835 -3.986 -6.931 -1.167 -1.244 -0.380
H -1.731 -6.068 -6.276 -0.621 0.839 -0.856
H -0.579 -4.947 -6.573 0.811 0.904 -0.187
H -1.749 -5.234 -7.917 0.181 0.161 0.784
H -2.656 -4.166 -5.210 0.209 -0.080 0.705
H -2.731 -1.869 -6.361 -0.892 0.586 0.029
H -1.416 -2.407 -7.343 0.000 -0.387 -0.468
H 0.627 -1.914 -6.382 0.683 -0.365 -1.074
H 0.588 -1.270 -4.797 0.433 0.069 1.233
H -0.489 -0.603 -5.983 0.023 1.119 -0.548
H -4.580 -3.572 -6.363 0.728 0.415 0.125
H -4.258 -4.922 -7.068 0.941 0.422 -0.081
C 0.936 -0.843 -1.936 0.948 -1.065 0.675
C 0.533 -1.032 -0.479 -0.176 0.994 -0.352
C -0.088 0.271 0.049 -1.014 -1.614 1.090
O 0.713 1.379 -0.019 1.433 1.981 0.060
C 0.412 2.476 0.862 0.902 -0.447 0.710
N -0.493 -2.086 -0.332 0.702 -1.185 0.421
H 0.084 -0.582 -2.464 -1.936 0.909 -1.079
H 1.247 -1.763 -2.459 0.492 0.257 0.535
H 1.657 -0.033 -2.033 0.216 -0.195 -0.045
H 1.384 -1.244 0.136 0.779 -0.193 0.307
H -0.357 0.003 1.086 -0.003 0.430 0.207
H -1.029 0.395 -0.467 -0.590 0.320 -0.436
H 1.049 3.366 0.808 0.913 -0.716 -0.828
H 0.508 2.195 1.922 -0.356 -0.362 -0.307
H -0.506 2.966 0.682 -1.762 -0.165 -0.343
H 0.024 -2.968 -0.510 -0.457 0.454 -0.500
H -0.683 -2.246 0.670 -0.112 0.663 -0.328
C -4.023 -2.335 4.337 1.880 -0.532 0.658
O -3.350 -1.695 3.260 -0.582 -0.480 0.256
C -4.320 -1.089 2.449 -0.637 1.074 0.529
C -3.629 -0.239 1.438 1.285 2.213 -1.297
N -4.537 0.827 0.836 0.725 -1.238 -0.271
C -3.875 1.427 -0.363 -0.415 -0.496 0.146
C -4.788 2.275 -1.260 1.751 0.757 1.246
O -5.886 1.487 -1.470 -1.382 -0.822 -0.533
C -6.975 2.041 -2.180 0.779 -0.215 0.009
H -3.240 -2.963 4.802 -0.435 0.031 -0.125
H -4.823 -3.011 3.993 -0.042 0.637 0.325
H -4.259 -1.587 5.117 -0.725 -0.392 -0.496
H -5.029 -0.485 3.102 0.741 -0.316 -0.791
H -4.928 -1.836 1.953 -0.343 -0.449 -0.175
H -3.127 -0.785 0.613 -0.591 -0.490 0.247
H -2.705 0.235 1.877 -1.158 0.010 0.120
H -5.332 0.276 0.484 0.180 0.612 0.081
H -3.520 0.677 -1.079 0.098 -0.547 0.245
H -2.981 1.934 -0.023 0.074 0.554 0.093
H -4.162 2.570 -2.109 -0.295 -0.523 -0.724
H -5.021 3.252 -0.858 -0.575 0.322 0.750
H -7.284 2.984 -1.786 -0.221 0.816 0.645
H -7.805 1.354 -2.127 -0.143 -0.319 -0.026
H -6.691 2.227 -3.200 0.060 -0.072 -0.779
C 4.997 -3.236 8.716 1.419 0.156 -0.122
O 5.816 -4.224 8.026 -0.736 1.460 0.294
C 5.030 -5.157 7.329 1.706 -1.010 -0.960
C 4.312 -4.609 6.096 -0.188 1.451 -0.697
N 3.092 -5.333 5.773 -0.879 -0.749 0.239
C 2.520 -5.488 4.399 0.155 1.495 0.384
C 2.948 -4.307 3.467 1.434 -1.948 -1.628
O 2.583 -3.024 3.803 -1.027 0.899 0.177
C 1.184 -2.736 3.578 0.122 -1.297 0.705
H 4.464 -3.728 9.527 -0.098 -0.016 0.206
H 4.260 -2.737 8.059 0.482 -0.170 0.231
H 5.730 -2.482 9.140 -1.005 -0.837 -0.510
H 4.365 -5.624 8.008 -1.047 -0.575 0.723
H 5.784 -5.950 7.002 -1.089 0.831 0.387
H 5.002 -4.753 5.263 -0.062 0.258 -0.081
H 4.189 -3.453 6.215 -0.001 -1.817 -0.268
H 2.426 -5.383 6.553 0.455 0.131 -0.887
H 1.407 -5.338 4.396 0.792 -0.591 0.512
H 2.728 -6.494 3.890 0.011 1.325 0.730
H 2.530 -4.591 2.481 -0.091 0.263 0.140
H 4.053 -4.274 3.237 -0.876 -0.135 0.671
H 1.069 -1.652 3.499 0.076 -0.207 -0.317
H 0.631 -3.070 4.487 0.070 0.269 -0.578
H 0.790 -3.349 2.712 0.395 0.933 0.647
C -1.182 3.185 -2.550 1.404 1.246 -2.421
O -2.070 3.028 -3.676 0.312 -0.293 0.414
C -2.330 1.665 -4.075 -0.418 1.923 0.611
C -3.435 1.726 -5.089 0.140 -0.105 -1.469
N -2.940 2.226 -6.451 -0.492 0.745 1.778
C -4.002 2.126 -7.446 0.308 -0.344 -1.143
C -3.690 3.008 -8.708 0.089 -1.547 1.415
O -3.578 4.323 -8.279 -0.186 1.370 0.029
C -2.814 5.227 -9.103 -0.451 -1.452 -0.806
H -1.162 4.316 -2.403 0.202 -1.523 0.091
H -0.110 2.835 -2.905 -1.923 0.510 1.166
H -1.551 2.698 -1.658 0.070 -0.365 0.229
H -2.667 1.135 -3.200 -0.130 -0.548 0.297
H -1.451 1.194 -4.484 0.535 -0.200 -0.215
H -4.269 2.382 -4.768 0.326 -0.371 0.208
H -3.806 0.693 -5.152 -0.107 0.193 -0.438
H -2.838 3.242 -6.255 0.293 -0.812 -0.428
H -4.966 2.403 -7.019 -0.382 -0.005 -0.083
H -4.020 1.062 -7.789 -0.323 0.695 0.189
H -4.370 2.781 -9.540 -0.435 0.515 0.236
H -2.740 2.634 -9.032 0.999 -0.088 -0.400
H -3.517 5.855 -9.755 1.212 -0.777 0.850
H -2.138 4.555 -9.696 -0.536 0.946 -0.095
H -2.144 5.804 -8.466 -0.435 0.319 0.040
C -1.101 6.653 -4.663 -1.150 -0.949 1.039
O 0.125 6.381 -3.992 -0.294 0.864 -0.654
C 1.159 7.287 -4.383 0.742 -0.244 1.806
C 2.362 7.021 -3.441 -1.576 -0.484 0.503
N 2.825 5.634 -3.510 -0.568 0.763 -0.468
C 2.350 4.812 -2.420 0.679 -0.887 -0.138
C 2.691 3.348 -2.558 -1.054 0.406 -1.470
O 4.090 3.265 -2.536 0.356 -0.575 0.602
C 4.622 2.089 -1.964 -0.628 -1.314 -1.287
H -1.501 7.651 -4.395 0.185 -0.280 0.089
H -1.837 5.853 -4.269 1.079 1.269 -0.911
H -1.053 6.642 -5.768 0.289 -0.355 0.378
H 0.909 8.346 -4.177 -0.448 -0.285 -0.509
H 1.417 7.095 -5.411 0.143 0.157 -0.577
H 2.042 7.320 -2.410 0.051 -0.453 -0.504
H 3.175 7.683 -3.636 0.583 0.574 -0.649
H 3.822 5.700 -3.524 0.543 -0.634 0.175
H 1.311 4.912 -2.234 -1.124 0.311 -0.390
H 2.809 5.086 -1.507 0.598 0.642 1.328
H 2.204 2.932 -3.468 0.802 0.236 -0.247
H 2.160 2.780 -1.818 0.269 -0.316 1.239
H 5.598 2.266 -1.591 1.080 0.554 0.208
H 4.734 1.287 -2.759 -0.274 0.577 0.838
H 4.060 1.682 -1.111 -0.342 0.228 -0.301
C 4.020 1.086 8.666 -0.431 2.512 -2.511
O 2.828 0.854 7.874 0.602 0.208 1.076
C 2.359 2.038 7.210 0.184 -1.544 0.018
C 1.201 1.646 6.304 0.230 1.845 0.409
N 0.509 2.893 5.935 0.068 -0.884 -1.780
C -0.068 2.592 4.614 -0.584 0.977 -0.397
C -1.262 1.583 4.520 0.466 1.131 0.711
O -2.323 2.072 5.423 1.507 -0.963 -1.173
C -3.451 1.206 5.489 0.873 -0.334 0.624
H 4.262 0.413 9.413 -0.186 -2.254 0.993
H 3.956 2.023 9.231 -0.230 0.277 -0.287
H 4.865 1.185 7.959 -0.113 -0.073 0.401
H 3.131 2.502 6.624 0.677 -0.014 -0.580
H 2.089 2.819 7.892 -0.588 0.288 0.898
H 0.529 0.918 6.744 0.151 -0.448 0.101
H 1.545 1.398 5.306 0.611 -1.307 0.548
H -0.206 3.187 6.558 -0.674 0.044 0.752
H 0.800 2.282 3.997 -0.782 -0.151 0.082
H -0.405 3.513 4.127 -0.128 0.200 0.223
H -0.900 0.576 4.784 -0.561 0.117 0.123
H -1.592 1.597 3.470 -0.186 -0.184 0.254
H -4.118 1.401 4.659 -0.364 -0.083 -0.191
H -3.886 1.441 6.457 -0.520 -0.002 -0.130
H -3.175 0.122 5.524 0.032 0.810 -0.233
C 4.004 -1.455 -4.942 -0.211 -0.813 0.460
O 3.582 -2.382 -3.936 -0.693 1.063 -0.131
C 3.751 -3.710 -4.242 -1.063 -2.558 -0.266
C 5.196 -3.992 -4.482 0.744 -0.276 -0.241
N 5.882 -3.482 -3.325 1.398 -0.799 0.148
C 7.328 -3.453 -3.408 1.292 0.750 -0.180
C 8.017 -2.839 -2.154 -2.221 -0.954 -0.642
O 7.520 -1.544 -2.077 -0.839 1.216 0.705
C 8.077 -0.810 -1.010 0.154 -0.337 0.736
H 3.423 -1.565 -5.843 -0.285 -0.235 -0.532
H 5.067 -1.514 -5.193 -0.074 0.029 0.248
H 3.748 -0.528 -4.501 0.080 1.203 0.205
H 3.136 -4.116 -5.119 0.476 0.917 0.755
H 3.419 -4.345 -3.354 0.355 1.087 -0.885
H 5.534 -3.534 -5.469 -0.131 -0.679 0.897
H 5.328 -5.081 -4.468 0.116 0.089 -0.616
H 5.488 -2.620 -3.037 -0.082 0.932 0.281
H 7.728 -2.834 -4.301 -0.588 -0.929 0.936
H 7.749 -4.470 -3.459 -0.340 0.151 -0.408
H 9.077 -2.795 -2.330 0.728 -0.416 0.262
H 7.681 -3.438 -1.256 0.751 0.479 -0.595
H 9.111 -0.632 -1.261 0.739 -0.001 0.332
H 7.981 -1.304 -0.006 0.171 -0.022 -0.848
H 7.638 0.169 -0.869 -0.572 0.135 -0.502
C -1.685 6.883 -0.460 2.646 -0.373 1.078
O -2.140 5.683 0.093 0.469 -0.980 -0.125
C -2.918 5.853 1.226 -0.210 2.325 1.433
C -2.931 4.578 2.077 -3.059 1.013 0.058
N -3.183 4.886 3.507 0.682 0.392 -0.870
C -4.551 5.061 3.901 -1.422 -0.155 -0.397
C -4.709 5.282 5.399 0.194 -0.096 -0.050
O -4.283 6.594 5.674 0.020 0.046 0.351
C -4.705 7.118 6.910 -0.059 0.353 -0.222
H -0.806 6.645 -1.121 -1.283 0.270 0.011
H -1.240 7.565 0.318 -0.513 -0.520 -0.297
H -2.516 7.353 -0.872 -1.119 1.251 -1.429
H -3.960 6.315 1.000 1.134 -1.258 0.030
H -2.493 6.685 1.847 0.118 -0.592 -0.187
H -2.050 3.979 1.966 0.471 -0.129 -0.173
H -3.844 4.101 1.639 0.761 -0.901 0.467
H -2.831 4.156 4.085 0.577 -0.699 0.327
H -5.187 4.200 3.573 0.263 0.178 0.307
H -5.035 5.932 3.419 0.497 -0.172 0.080
H -4.094 4.582 6.002 -0.328 -0.022 -0.303
H -5.770 5.168 5.669 0.129 -0.095 -0.004
H -5.774 7.314 6.936 -0.514 -0.429 -0.060
H -4.282 8.101 6.913 0.523 0.550 0.423
H -4.421 6.572 7.824 0.161 -0.158 -0.445
C 7.567 -2.229 5.929 -0.306 0.776 -0.795
O 7.270 -1.671 4.640 1.242 -0.307 0.419
C 5.945 -1.435 4.297 -0.691 -1.201 0.980
C 5.851 -1.194 2.825 0.573 0.246 0.036
N 4.552 -0.726 2.516 -1.602 0.730 -0.401
C 4.342 -0.320 1.131 0.343 0.262 0.235
C 4.439 -1.518 0.170 0.829 1.686 0.612
O 3.519 -2.459 0.604 -0.509 0.117 0.050
C 3.354 -3.503 -0.323 0.918 -0.204 -0.009
H 8.507 -1.788 6.281 -0.427 0.105 0.113
H 7.730 -3.254 5.768 0.437 -1.654 -0.061
H 6.755 -2.209 6.659 0.002 0.655 -0.054
H 5.626 -0.574 4.829 -0.612 1.251 0.329
H 5.243 -2.224 4.657 0.481 -0.012 -0.448
H 6.105 -2.064 2.226 0.518 -0.453 0.080
H 6.571 -0.403 2.642 0.296 0.156 -0.426
H 3.913 -1.495 2.631 -0.436 -0.277 0.568
H 5.109 0.445 0.896 -0.309 -0.321 -0.185
H 3.343 0.177 1.046 0.656 -0.480 -0.018
H 5.474 -1.902 0.152 -0.232 -0.218 0.056
H 4.271 -1.096 -0.810 -0.514 -0.292 -0.863
H 4.403 -3.931 -0.475 -1.519 -0.030 -0.319
H 2.900 -3.124 -1.261 0.491 -0.188 0.169
H 2.632 -4.191 0.119 0.427 -0.187 -0.127